[1]
# C18H29ClN3O2OsS2Sb

A molecular structure, C18H29ClN3O2OsS2Sb (ωB97M-V with the def2-TZVPD basis set, the OMol25 dataset).

The multiplicity is 1. Its LUMO energy is -0.3105 Ha. As for the HOMO energy: -14.18 eV. The calculation puts the total energy at -70885.554 eV. As for the total charge: +2. The calculation puts the energy above the lowest of the compared OMol25 structures with the same formula, charge and spin at 0.00 kcal per mole.

Each line ends with the natural charge from an NBO analysis.
CARTESIAN COORDINATES (ANGSTROEM)
Os -0.77 0.89 -1.11  0.482
Cl -5.87 -3.87 3.57  0.099
C -4.82 -2.90 2.64  0.023
C -4.22 -1.78 3.23  -0.224
C -3.38 -1.00 2.47  -0.140
C -3.13 -1.33 1.14  -0.189
C -3.73 -2.46 0.56  -0.121
C -4.58 -3.24 1.31  -0.236
C -2.23 -0.52 0.36  0.766
O -1.63 0.53 0.79  -0.667
O -1.94 -0.77 -0.88  -0.651
H -4.44 -1.55 4.26  0.252
H -2.91 -0.13 2.91  0.238
H -3.53 -2.70 -0.48  0.240
H -5.05 -4.11 0.88  0.254
C 1.77 1.36 2.13  -0.637
C 1.88 -0.06 1.60  -0.510
C 0.95 -1.03 2.32  -0.638
Sb 1.56 -0.14 -0.52  1.627
C 3.17 0.87 -1.54  -0.522
C 4.45 0.67 -0.73  -0.635
C 2.92 2.34 -1.82  -0.628
C 1.69 -2.18 -1.20  -0.504
C 2.90 -2.82 -0.53  -0.639
C 0.42 -3.00 -1.01  -0.637
H 2.02 1.37 3.20  0.250
H 0.75 1.74 2.05  0.213
H 2.44 2.06 1.63  0.215
H 2.91 -0.41 1.69  0.242
H -0.09 -0.73 2.22  0.217
H 1.18 -1.02 3.39  0.247
H 1.06 -2.05 1.97  0.218
H 3.23 0.32 -2.48  0.236
H 4.40 1.20 0.22  0.215
H 5.29 1.09 -1.29  0.251
H 4.69 -0.38 -0.52  0.221
H 2.85 2.92 -0.90  0.209
H 2.03 2.52 -2.43  0.209
H 3.78 2.73 -2.38  0.248
H 1.88 -2.06 -2.27  0.234
H 2.76 -2.90 0.55  0.215
H 3.84 -2.30 -0.73  0.219
H 3.01 -3.84 -0.91  0.253
H 0.19 -3.13 0.05  0.213
H 0.59 -3.99 -1.42  0.246
H -0.45 -2.57 -1.50  0.227
S -0.43 0.63 -3.27  0.252
C -2.01 1.18 -3.64  -0.023
N -3.10 1.50 -3.81  -0.235
N -2.54 3.78 -1.45  -0.716
C -1.32 4.09 -1.09  0.379
N -0.86 5.32 -1.20  -0.715
S -0.15 2.92 -0.41  0.117
H -3.16 4.46 -1.87  0.438
H -2.92 2.86 -1.30  0.429
H -1.44 6.09 -1.52  0.435
H 0.08 5.54 -0.93  0.441

=====

[2]
# C2H5N3S2

C2H5N3S2 in the gas phase at a distorted geometry (ωB97M-V with the def2-TZVPD basis set, the OMol25 dataset).

The multiplicity is 1. Its LUMO energy is -0.0108 Ha. As for the HOMO energy: -8.80 eV. The calculation puts the total energy at -28292.828 eV. The calculation puts the energy above the lowest of the compared OMol25 structures with the same formula, charge and spin at 88.54 kcal per mole.

Each line ends with the natural charge from an NBO analysis.
CARTESIAN COORDINATES (ANGSTROEM)
N 1.30 0.00 2.34  -0.656
N 0.91 0.40 1.01  -0.234
C 0.07 -0.50 0.63  0.019
C -0.59 -0.57 -0.77  0.003
S -1.87 -1.51 -1.04  -0.058
N 0.00 0.20 -1.71  -0.681
S -0.63 0.77 -3.32  0.151
H 1.86 0.73 2.54  0.353
H 0.42 -0.04 3.07  0.355
H -0.04 -1.32 1.30  0.192
H 0.54 0.94 -1.33  0.402
H -1.99 0.90 -2.71  0.155

=====

[3]
# C9H17BN

A gas-phase ion, C9H17BN (charge +1) at a distorted geometry (ωB97M-V with the def2-TZVPD basis set, the OMol25 dataset).

The multiplicity is 1. Its LUMO energy is -0.1273 Ha. As for the HOMO energy: -12.73 eV. The calculation puts the total energy at -11764.600 eV. As for the total charge: +1. The calculation puts the energy above the lowest of the compared OMol25 structures with the same formula, charge and spin at 47.04 kcal per mole.

Each line ends with the natural charge from an NBO analysis.
CARTESIAN COORDINATES (ANGSTROEM)
B -1.45 0.09 -0.40  0.849
C -2.19 -1.13 -1.09  -0.542
C -1.50 -2.06 -1.76  -0.141
C -0.04 -1.92 -2.04  -0.250
C 0.80 -1.18 -1.37  -0.121
C -0.10 -0.33 0.33  -0.170
C -2.10 1.51 -0.21  -1.055
C -0.43 -1.50 1.32  -0.650
C 2.17 0.28 1.28  -0.413
C 1.13 1.68 -0.32  -0.429
N 0.89 0.73 0.78  -0.394
H -3.20 -1.13 -0.69  0.251
H -1.66 -3.13 -2.06  0.237
H 0.17 -2.56 -2.89  0.243
H 1.87 -1.12 -1.21  0.210
H -1.75 2.39 0.35  0.239
H -3.06 1.22 0.27  0.279
H -2.46 1.74 -1.21  0.275
H -1.50 -1.77 1.22  0.254
H -0.11 -1.22 2.26  0.215
H 0.21 -2.36 1.11  0.241
H 2.74 -0.18 0.49  0.230
H 2.70 1.13 1.80  0.247
H 1.90 -0.51 1.99  0.228
H 0.20 2.17 -0.61  0.251
H 1.84 2.46 -0.02  0.234
H 1.70 1.25 -1.15  0.245
H 0.42 1.32 1.55  0.439

=====

[4]
# C35H52IrN5O2PS

A molecular structure, C35H52IrN5O2PS at a distorted geometry (ωB97M-V with the def2-TZVPD basis set, the OMol25 dataset).

The multiplicity is 2. Its LUMO energy (spin up / spin down) is -0.2090 / -0.2766 Ha. As for the HOMO energy (spin up / spin down): -13.20 / -13.17 eV. The calculation puts the total energy at -71635.501 eV. As for the total charge: +2. Its expectation value of S² is 0.76. The calculation puts the energy above the lowest of the compared OMol25 structures with the same formula, charge and spin at 0.00 kcal per mole.

Each line ends with the Mulliken spin population.
CARTESIAN COORDINATES (ANGSTROEM)
Ir -0.90 1.37 -0.05  0.533
O -0.41 1.17 -2.02  0.052
C -0.33 2.12 -2.93  0.004
C 0.52 1.90 -4.03  0.007
C 0.64 2.86 -5.01  -0.002
C -0.09 4.06 -4.97  0.023
C -0.96 4.26 -3.94  -0.017
C -1.08 3.32 -2.90  0.034
C -2.14 3.42 -1.97  -0.020
N -2.27 2.70 -0.90  0.045
C -3.63 2.46 -0.40  0.003
C -3.79 0.95 -0.54  0.003
N -2.70 0.45 0.32  0.006
C -3.04 -0.14 1.42  -0.018
C -2.30 -0.14 2.65  0.005
C -2.85 -0.82 3.75  -0.024
C -2.29 -0.73 4.99  0.037
C -1.17 0.10 5.18  -0.018
C -0.63 0.80 4.12  0.039
C -1.17 0.68 2.84  0.010
O -0.59 1.39 1.88  0.102
H 1.09 0.98 -4.08  0.000
H 1.32 2.68 -5.84  -0.001
H 0.02 4.78 -5.76  0.001
H -1.57 5.16 -3.91  0.000
H -2.97 4.07 -2.23  0.003
H -4.37 3.02 -0.98  0.003
H -3.69 2.74 0.65  -0.002
H -3.64 0.63 -1.57  0.003
H -4.76 0.61 -0.17  0.000
H -4.05 -0.54 1.47  0.001
H -3.73 -1.43 3.59  0.001
H -2.71 -1.27 5.83  0.000
H -0.73 0.19 6.16  0.000
H 0.23 1.44 4.26  0.001
N -1.29 4.18 1.66  0.005
N 0.06 4.46 1.82  0.001
C 1.01 4.06 0.98  0.002
N 2.22 4.61 1.14  0.003
S 0.88 2.97 -0.33  0.013
H -1.81 5.05 1.70  0.000
H -1.59 3.57 2.41  0.000
H 0.34 5.06 2.59  0.000
H 2.40 5.35 1.80  0.000
H 2.99 4.27 0.59  0.000
C -0.20 -4.12 3.20  0.000
C 1.14 -3.43 3.04  -0.002
C 1.02 -2.06 2.38  0.007
C 0.31 -2.17 1.03  0.012
C -1.06 -2.84 1.22  0.011
C -0.90 -4.23 1.85  0.000
P 0.44 -0.72 -0.15  0.099
C 2.26 -0.36 -0.12  0.025
C 2.73 0.53 1.06  -0.004
C 4.09 1.18 0.75  -0.001
C 4.97 0.26 -0.08  0.000
C 4.35 0.01 -1.46  0.000
C 2.82 0.17 -1.44  -0.001
C 0.12 -1.49 -1.80  0.010
C 0.94 -2.78 -2.07  0.003
C 0.08 -4.03 -2.03  0.001
C -1.01 -3.99 -3.10  0.000
C -1.47 -2.55 -3.40  0.001
C -1.37 -1.67 -2.16  0.000
H -0.83 -3.56 3.90  0.000
H -0.06 -5.11 3.64  0.000
H 1.80 -4.06 2.44  -0.001
H 1.64 -3.31 4.01  0.000
H 2.02 -1.65 2.26  0.002
H 0.46 -1.38 3.04  0.000
H 0.90 -2.87 0.42  0.007
H -1.61 -2.93 0.29  0.002
H -1.66 -2.24 1.90  -0.001
H -0.32 -4.87 1.19  -0.001
H -1.88 -4.69 1.95  0.000
H 2.68 -1.36 0.03  0.000
H 2.82 -0.06 1.97  0.000
H 2.00 1.30 1.27  -0.002
H 4.58 1.43 1.69  0.000
H 3.94 2.12 0.21  0.000
H 5.08 -0.69 0.46  0.000
H 5.97 0.67 -0.18  0.000
H 4.60 -0.99 -1.81  -0.001
H 4.76 0.71 -2.19  0.000
H 2.40 -0.36 -2.30  -0.001
H 2.55 1.22 -1.56  0.002
H 0.49 -0.73 -2.48  0.001
H 1.80 -2.86 -1.40  0.001
H 1.38 -2.68 -3.07  0.000
H -0.37 -4.14 -1.04  -0.001
H 0.71 -4.91 -2.17  0.000
H -1.87 -4.59 -2.77  0.000
H -0.65 -4.45 -4.02  0.000
H -2.49 -2.55 -3.79  0.000
H -0.84 -2.12 -4.19  0.000
H -1.94 -2.12 -1.35  0.000
H -1.80 -0.69 -2.35  -0.008